Here is a cluster of 3 separate species, C5H12O2 in total from OMol25. Energies are from ωB97M-V/def2-TZVPD.

Properties
Relative energy (zero: lowest compared OMol25 entry of this formula, charge and spin) = 46.1 kcal/mol
HOMO-LUMO gap = 10.466 eV
Structure (SMILES) = C=CCC.C=O.O

Element x y z (Å)
C  -0.438  0.396  -1.754
C  0.477  -0.389  -1.191
C  1.776  0.077  -0.592
C  2.132  -0.637  0.714
H  -1.332  -0.011  -2.223
H  -0.320  1.478  -1.795
H  0.313  -1.469  -1.177
H  2.573  -0.105  -1.328
H  1.740  1.164  -0.443
H  3.108  -0.306  1.084
H  1.378  -0.447  1.485
H  2.188  -1.722  0.559
C  -2.760  -0.202  0.193
O  -2.983  0.811  0.816
H  -1.955  -0.897  0.480
H  -3.364  -0.472  -0.693
O  -0.538  0.667  2.239
H  -0.053  1.348  1.759
H  -1.464  0.829  1.989

Here is a structure of composition C23H30N2O6S in a non-equilibrium geometry from OMol25. Energies are from ωB97M-V/def2-TZVPD.

Properties
Relative energy (zero: lowest compared OMol25 entry of this formula, charge and spin) = 496.0 kcal/mol
HOMO-LUMO gap = 8.001 eV

Element x y z (Å)
C  3.803  1.828  3.041
H  4.186  1.296  3.874
O  4.548  1.359  1.805
C  4.053  -0.004  1.403
C  3.164  -0.979  1.989
C  2.705  -2.107  1.659
C  3.130  -2.562  0.532
C  4.087  -1.598  -0.447
C  4.452  -0.384  0.109
H  5.230  0.188  -0.335
H  4.415  -1.727  -1.275
C  2.503  -3.554  -0.384
N  1.251  -3.497  -0.724
C  0.955  -2.557  -1.703
O  1.618  -2.638  -2.865
C  -0.446  -1.878  -1.513
N  -0.125  -0.831  -0.768
S  -0.622  -0.804  0.862
O  0.275  0.328  1.450
O  -0.576  -2.073  1.355
C  -2.348  -0.260  0.626
C  -3.391  -1.134  0.766
C  -4.615  -0.751  0.559
C  -5.014  0.545  0.649
C  -3.960  1.631  0.371
C  -2.550  1.109  0.728
H  -1.845  1.635  0.854
H  -4.216  2.659  0.582
O  -6.319  0.877  0.429
C  -7.086  -0.144  -0.041
C  -6.854  -1.278  0.624
H  -7.568  -2.214  0.234
O  -5.521  -1.810  0.455
H  -7.023  -1.318  1.724
H  -8.164  0.205  0.058
H  -6.928  -0.097  -1.145
H  -2.980  -2.266  0.470
C  0.911  0.258  -0.931
H  1.260  -0.019  -2.164
C  0.291  1.806  -1.142
H  -0.460  1.615  -1.623
H  0.077  2.076  0.025
C  1.293  2.603  -1.872
C  2.639  2.614  -1.080
H  2.375  3.110  -0.153
H  3.373  1.743  -1.102
H  3.425  3.393  -1.510
C  0.874  3.876  -2.002
H  0.526  4.517  -1.163
H  1.287  4.781  -2.486
H  -0.148  4.011  -2.672
H  1.648  2.313  -2.956
H  1.920  0.208  -0.578
H  -1.094  -2.521  -1.071
H  -0.574  -1.603  -2.523
H  0.672  -3.038  0.400
H  3.099  -3.965  -1.280
H  2.522  -4.506  0.443
H  2.100  -2.545  2.182
H  2.883  -0.516  3.388
H  2.727  1.739  2.758
H  4.150  2.850  3.102

Here is a structure of composition C54H39Cl4IrN4O2PS3 from OMol25. Energies are from ωB97M-V/def2-TZVPD.

Properties
Multiplicity = 5
HOMO-LUMO gap (spin up / spin down) = 5.223 / 5.538 eV
Total charge = -1

Element x y z (Å)
Ir  -0.341  -0.920  0.478
Cl  -5.194  -0.284  -7.539
C  -4.319  -0.566  -6.055
C  -3.977  0.509  -5.251
C  -3.291  0.277  -4.068
C  -2.939  -1.020  -3.684
C  -3.293  -2.078  -4.514
C  -3.983  -1.858  -5.699
C  -2.207  -1.212  -2.398
C  -0.861  -1.636  -2.466
C  -0.215  -2.077  -3.629
C  1.113  -2.294  -3.301
C  1.256  -1.955  -1.958
C  2.585  -1.805  -1.323
C  3.622  -2.777  -1.856
C  4.894  -2.394  -2.263
C  5.809  -3.328  -2.730
C  5.446  -4.661  -2.795
Cl  6.584  -5.836  -3.398
C  4.188  -5.072  -2.391
C  3.287  -4.129  -1.923
C  2.698  -1.451  0.098
N  1.629  -1.219  0.972
C  2.170  -1.184  2.230
C  1.498  -0.996  3.408
C  2.306  -0.782  4.647
C  2.321  -1.693  5.700
C  3.052  -1.443  6.853
C  3.775  -0.267  6.955
Cl  4.679  0.059  8.410
C  3.790  0.653  5.921
C  3.054  0.389  4.773
C  0.090  -0.924  3.513
C  -0.624  -0.778  4.727
C  -1.956  -0.707  4.411
C  -2.066  -0.808  3.002
N  -0.798  -0.948  2.456
C  -3.264  -0.675  2.290
C  -3.370  -0.708  0.909
C  -4.603  -0.570  0.174
C  -4.300  -0.670  -1.138
C  -2.878  -0.897  -1.230
N  -2.339  -0.907  0.034
C  -4.504  -0.423  3.078
C  -5.089  -1.431  3.841
C  -6.230  -1.186  4.593
C  -6.788  0.081  4.578
Cl  -8.216  0.399  5.528
C  -6.231  1.100  3.824
C  -5.090  0.841  3.077
C  3.597  -1.491  2.166
C  3.911  -1.711  0.891
N  0.057  -1.578  -1.430
H  -4.243  1.516  -5.548
H  -2.999  1.104  -3.430
H  -3.041  -3.091  -4.222
H  -4.265  -2.686  -6.338
H  -0.673  -2.181  -4.599
H  1.902  -2.641  -3.949
H  5.161  -1.346  -2.221
H  6.799  -3.023  -3.044
H  3.914  -6.117  -2.443
H  2.300  -4.449  -1.612
H  1.757  -2.614  5.613
H  3.061  -2.155  7.669
H  4.359  1.569  6.013
H  3.045  1.108  3.961
H  -0.176  -0.713  5.705
H  -2.784  -0.573  5.090
H  -5.574  -0.437  0.624
H  -4.975  -0.643  -1.979
H  -4.642  -2.418  3.840
H  -6.687  -1.969  5.185
H  -6.682  2.084  3.827
H  -4.633  1.629  2.487
H  4.240  -1.568  3.029
H  4.864  -1.984  0.466
C  -0.022  4.902  -4.917
C  -0.517  4.218  -3.657
O  0.528  4.181  -2.686
P  1.182  2.763  -2.137
S  3.108  -0.030  -1.192
S  -0.497  1.630  -1.629
O  1.494  2.014  -3.584
C  2.803  2.156  -4.125
C  3.004  1.087  -5.175
H  -0.828  4.972  -5.652
H  0.799  4.328  -5.352
H  0.339  5.907  -4.692
H  -0.860  3.209  -3.886
H  -1.353  4.767  -3.221
H  3.550  2.053  -3.332
H  2.916  3.155  -4.561
H  2.841  0.106  -4.725
H  4.021  1.134  -5.572
H  2.293  1.212  -5.993
S  -1.138  1.761  0.955
C  -0.126  2.857  1.877
C  0.112  4.151  1.404
C  0.812  5.061  2.181
C  1.295  4.696  3.433
C  1.094  3.399  3.891
C  0.396  2.482  3.118
H  -0.248  4.426  0.419
H  0.983  6.064  1.808
H  1.826  5.415  4.045
H  1.481  3.096  4.858
H  0.236  1.473  3.477